# 1
Below is 2 unconnected molecules or ions with the total composition C2H5NOS in a non-equilibrium geometry, with properties calculated with wB97M-V/def2-TZVPD.

```
10
Properties=species:S:1:pos:R:3:lowdin_charge:R:1
C 0.691 1.285 0.425 -0.083
C 0.542 1.974 -0.686 -0.073
N -1.185 -1.600 -0.148 -0.293
O -0.384 -3.762 0.885 -0.509
S -0.382 -2.315 0.915 0.844
H 0.250 0.309 0.536 -0.033
H 1.247 1.653 1.274 0.046
H 0.964 2.956 -0.828 0.042
H -0.021 1.579 -1.516 0.042
H -1.722 -2.079 -0.856 0.017
```

Output
Strongest force on any atom, eV/A: 1.6
Frontier orbital gap, eV: 9.51
Charge: 0

# 2
Below is a single CH7F2N3P2 molecule in a non-equilibrium geometry, with properties calculated with wB97M-V/def2-TZVPD.

```
15
Properties=species:S:1:pos:R:3:lowdin_charge:R:1
C 2.505 -0.122 0.756 -0.179
N 1.356 0.478 0.159 -0.245
P -0.169 -0.104 -0.006 0.743
N -0.401 -0.197 -1.709 -0.075
F 0.044 -1.691 0.287 -0.233
N -1.861 0.955 0.898 -0.448
P -3.021 -0.214 0.640 0.558
F -3.673 0.224 -0.908 -0.497
H 2.904 0.304 1.692 0.088
H 2.214 -1.222 0.925 0.094
H 3.319 -0.239 0.056 0.069
H 1.627 1.497 0.196 0.138
H -1.336 -0.056 -2.048 0.028
H 0.447 -0.304 -2.205 0.030
H -3.955 0.692 1.267 -0.070
```

Output
Strongest force on any atom, eV/A: 4.4
SMILES: CN[P@@](N)(F)=NPF
Frontier orbital gap, eV: 8.55
Charge: 0

# 3
Below is 2 unconnected molecules or ions with the total composition C18H30N6O4 in a non-equilibrium geometry, with properties calculated with wB97M-V/def2-TZVPD.

```
58
Properties=species:S:1:pos:R:3:lowdin_charge:R:1
C -0.270 -5.314 4.250 -0.054
N 0.643 -4.339 3.653 0.013
C 0.913 -4.271 2.340 -0.452
O 0.374 -5.026 1.539 0.065
C 1.905 -3.192 1.849 -0.179
C 2.984 -3.782 0.914 -0.116
C 3.752 -2.734 0.089 -0.089
C 2.867 -2.079 -0.967 -0.554
N 2.264 -0.950 -0.679 0.199
O 2.687 -2.587 -2.061 0.016
N 2.556 -2.440 2.940 0.096
C 2.695 -1.114 2.975 -0.536
C 3.443 -0.542 4.156 0.010
O 2.260 -0.368 2.108 0.030
H 0.122 -6.322 4.102 0.088
H -0.388 -5.124 5.318 0.083
H -1.245 -5.253 3.763 0.088
H 1.062 -3.651 4.254 0.116
H 1.293 -2.505 1.265 0.153
H 3.696 -4.352 1.513 0.119
H 2.516 -4.473 0.211 0.123
H 4.184 -1.973 0.738 0.107
H 4.573 -3.233 -0.426 0.121
H 2.327 -0.548 0.250 0.065
H 1.660 -0.556 -1.394 0.062
H 3.008 -2.972 3.665 0.146
H 4.449 -0.957 4.187 0.085
H 3.503 0.540 4.045 0.089
H 2.912 -0.781 5.076 0.082
N 1.204 -1.394 -4.202 0.154
C 0.309 -0.457 -3.878 -0.508
N 0.373 0.033 -2.657 0.108
C -0.534 0.957 -2.340 -0.043
C -1.512 1.391 -3.240 -0.236
O -2.478 2.343 -2.977 -0.054
C -2.604 2.790 -1.617 -0.174
C -3.774 3.772 -1.491 -0.288
C -4.027 4.125 -0.015 -0.154
C -3.711 5.611 0.147 -0.197
C -2.915 6.001 -1.089 -0.201
C -3.471 5.104 -2.185 -0.160
C -1.471 0.786 -4.494 -0.036
N -0.569 -0.148 -4.809 0.132
H 1.669 -1.834 -3.403 0.052
H 0.893 -1.988 -4.955 0.103
H -0.487 1.371 -1.338 0.113
H -2.789 1.928 -0.966 0.133
H -1.682 3.279 -1.286 0.131
H -4.666 3.312 -1.929 0.142
H -3.391 3.533 0.651 0.110
H -5.070 3.928 0.256 0.111
H -4.643 6.185 0.179 0.109
H -3.152 5.812 1.066 0.107
H -3.027 7.062 -1.332 0.109
H -1.852 5.790 -0.935 0.109
H -2.767 4.998 -3.017 0.116
H -4.398 5.533 -2.578 0.118
H -2.202 1.076 -5.242 0.122
```

Output
Strongest force on any atom, eV/A: 2.3
SMILES: CNC(=O)[C@H](CCC(N)=O)NC(C)=O.Nc1ncc(OCC2CCCC2)cn1
Frontier orbital gap, eV: 8.07
Charge: 0